(1)
Below is 2 unconnected molecules or ions with the total composition C6H12ClNO2 in a non-equilibrium geometry, with properties calculated with ωB97M-V with the def2-TZVPD basis set.

Positions of all 22 atoms, in Å:
C  -1.46010  -1.88807  0.42528
C  -2.25046  -0.70326  -0.11864
C  -1.63201  0.64108  0.26917
C  -0.37189  0.95961  -0.53165
C  0.42890  2.12268  0.03750
O  1.47464  2.50771  -0.74821
Cl  1.05792  1.62278  1.68576
H  -0.44871  -1.90436  0.02735
H  -1.94342  -2.82395  0.15572
H  -1.39885  -1.83250  1.50981
H  -3.26532  -0.74859  0.28183
H  -2.32088  -0.77567  -1.20610
H  -2.36200  1.43763  0.10986
H  -1.38562  0.62093  1.33194
H  0.28021  0.08619  -0.57362
H  -0.64084  1.22704  -1.55717
H  -0.18735  3.00339  0.23070
H  1.98269  1.72616  -1.02151
N  3.98865  -1.88995  0.09388
C  3.36685  -0.99688  -0.37950
O  2.79327  -0.22075  -1.01838
H  4.29431  -2.17123  0.99598

Output
E_tot = -24524.5666 eV
ΔE to the lowest compared entry with this formula, charge and spin = 0.00 kJ/mol
largest force on an atom = 1.240 eV/Å
SMILES = CCCC[C@H](O)Cl.N=C=O

What are the natural (NBO) partial charges on each atom? They are as follows, in elementary charge units: atom 1 (C): -0.6049, atom 2 (C): -0.3883, atom 3 (C): -0.4020, atom 4 (C): -0.4521, atom 5 (C): 0.1649, atom 6 (O): -0.6926, atom 7 (Cl): -0.1621, atom 8 (H): 0.1970, atom 9 (H): 0.2097, atom 10 (H): 0.2032, atom 11 (H): 0.2021, atom 12 (H): 0.1933, atom 13 (H): 0.2015, atom 14 (H): 0.2128, atom 15 (H): 0.2139, atom 16 (H): 0.2171, atom 17 (H): 0.1896, atom 18 (H): 0.4928, atom 19 (N): -0.7545, atom 20 (C): 0.8783, atom 21 (O): -0.5528, atom 22 (H): 0.4333

=====

(2)
Below is a molecular structure, C4H4AgF9O2PS in a non-equilibrium geometry, with properties calculated with ωB97M-V with the def2-TZVPD basis set.

Positions of all 22 atoms, in Å:
O  1.64364  -1.95672  1.03465
S  1.46355  -1.09888  -0.22655
O  1.82489  -1.99279  -1.39755
P  -0.66795  -0.66395  -0.43669
C  -2.54686  -0.38220  -0.65932
F  -3.19596  -1.63002  -0.90461
F  -2.74043  0.40408  -1.82907
C  -3.25849  0.37219  0.55833
F  -3.84106  1.60255  0.13671
F  -2.35747  0.71548  1.60828
C  2.60051  0.38433  -0.28175
F  3.15910  0.45953  -1.55378
F  3.68654  0.08175  0.60428
C  1.96812  1.75149  0.24937
F  1.45842  2.43466  -0.88097
F  3.04684  2.54762  0.68921
F  0.99957  1.59198  1.23874
H  -0.72996  -1.62490  -1.51895
H  -0.45468  0.70445  -0.79249
H  -0.84661  -1.17576  0.89070
H  -4.12193  -0.28856  0.90859
Ag  2.91022  -2.23636  2.56287

Output
E_tot = -56875.7425 eV
largest force on an atom = 6.986 eV/Å
net charge = +1

What are the natural (NBO) partial charges on each atom? They are as follows, in elementary charge units: atom 1 (O): -1.0676, atom 2 (S): 1.5831, atom 3 (O): -0.8351, atom 4 (P): 0.4908, atom 5 (C): 0.3275, atom 6 (F): -0.3352, atom 7 (F): -0.3258, atom 8 (C): 0.4931, atom 9 (F): -0.3170, atom 10 (F): -0.3492, atom 11 (C): 0.4049, atom 12 (F): -0.2532, atom 13 (F): -0.3226, atom 14 (C): 0.9217, atom 15 (F): -0.2978, atom 16 (F): -0.2818, atom 17 (F): -0.2975, atom 18 (H): 0.1399, atom 19 (H): 0.0787, atom 20 (H): 0.0841, atom 21 (H): 0.1927, atom 22 (Ag): 0.9662

=====

(3)
Below is 5 unconnected molecules or ions with the total composition C9H14Cl6N2O3 in a non-equilibrium geometry, with properties calculated with ωB97M-V with the def2-TZVPD basis set.

Positions of all 34 atoms, in Å:
C  -18.77444  0.78011  13.27566
C  -18.07879  1.71390  14.18698
N  -17.51852  2.42349  14.95567
H  -19.39681  1.27535  12.53035
H  -19.29416  0.04760  13.89326
H  -17.95926  0.32165  12.71585
C  -19.14241  2.08241  5.40173
C  -19.68701  1.69484  4.06852
N  -20.08507  1.38368  3.00675
H  -19.81858  2.74782  5.93851
H  -18.21981  2.63271  5.21710
H  -18.95459  1.16581  5.96089
C  -19.74280  4.04338  9.20749
O  -18.74639  3.08438  9.67967
C  -18.75209  1.74565  9.29352
O  -19.68335  1.25517  8.61834
O  -17.68741  1.20829  9.74726
C  -17.46981  -0.18213  9.57632
H  -19.92428  3.95654  8.13622
H  -19.37128  5.06047  9.33239
H  -20.70570  4.08009  9.71697
H  -16.43507  -0.17514  9.23376
H  -18.07406  -0.47840  8.71888
H  -17.61233  -0.88521  10.39697
C  -22.29970  -0.28944  9.38798
Cl  -23.70888  -1.29470  9.02274
Cl  -21.52914  -0.60480  10.96337
Cl  -22.98520  1.34000  9.42470
H  -21.58544  -0.35641  8.56733
C  -22.24441  5.93634  5.07976
Cl  -21.92187  4.74024  6.34313
Cl  -23.88609  6.65407  5.38397
Cl  -22.25069  5.19903  3.47337
H  -21.51693  6.74805  5.07821

Output
⟨S²⟩ = 0.7520
E_tot = -93815.0219 eV
spin multiplicity = 2
largest force on an atom = 6.097 eV/Å
net charge = -1

What are the natural (NBO) partial charges on each atom? They are as follows, in elementary charge units: atom 1 (C): -0.7459, atom 2 (C): 0.2918, atom 3 (N): -0.3518, atom 4 (H): 0.2673, atom 5 (H): 0.2509, atom 6 (H): 0.2466, atom 7 (C): -0.7277, atom 8 (C): 0.2984, atom 9 (N): -0.3619, atom 10 (H): 0.2763, atom 11 (H): 0.2402, atom 12 (H): 0.2483, atom 13 (C): -0.2749, atom 14 (O): -0.5284, atom 15 (C): 0.9855, atom 16 (O): -0.6825, atom 17 (O): -0.4804, atom 18 (C): -0.3012, atom 19 (H): 0.2052, atom 20 (H): 0.1939, atom 21 (H): 0.1941, atom 22 (H): 0.1944, atom 23 (H): 0.2105, atom 24 (H): 0.1938, atom 25 (C): -0.3007, atom 26 (Cl): -0.0073, atom 27 (Cl): -0.0275, atom 28 (Cl): 0.0039, atom 29 (H): 0.2492, atom 30 (C): -0.3758, atom 31 (Cl): -0.1999, atom 32 (Cl): -0.2398, atom 33 (Cl): -0.1266, atom 34 (H): 0.1822